one:
A molecular structure, C7H9N. Source: OMol25; level of theory: ωB97M-V/def2-TZVPD.

Charge: 0
LUMO in eV: 1.2
Frontier orbital gap in eV: 10.00
E_HOMO in eV: -8.82

Last column: Löwdin charge in e.
CARTESIAN COORDINATES (ANGSTROEM)
C 0.554 0.576 1.552  -0.12
C 0.893 1.436 0.311  -0.18
C -1.074 0.220 -0.297  -0.24
C -1.411 -0.839 -1.367  -0.01
C -0.229 -1.464 -1.481  -0.02
C 0.632 -0.734 -0.426  -0.23
C -0.265 -0.542 0.807  -0.16
H -0.068 1.106 2.230  0.08
H 1.479 0.163 2.027  0.12
H 1.947 1.557 0.039  0.12
H 0.436 2.417 0.362  0.11
H -1.876 0.897 -0.058  0.13
H -2.406 -0.960 -1.751  0.09
H 0.113 -2.075 -2.260  0.08
H 1.700 -1.054 -0.318  0.16
H -0.659 -1.388 1.390  0.14
N 0.236 0.684 -0.759  -0.06

=====

two:
A single C7H9N molecule. Source: OMol25; level of theory: ωB97M-V/def2-TZVPD.

Charge: 0
LUMO in eV: 0.7
Frontier orbital gap in eV: 6.93
E_HOMO in eV: -6.22

Last column: Löwdin charge in e.
CARTESIAN COORDINATES (ANGSTROEM)
C -0.193 -1.533 -1.456  -0.16
C -1.022 -1.418 -0.176  -0.08
C -0.876 0.523 1.733  -0.14
C 0.806 1.515 0.685  -0.10
C 0.787 -0.198 -1.294  -0.15
C 0.040 0.693 -0.389  -0.30
C -0.786 -0.239 0.512  -0.20
H 0.494 -2.542 -1.363  0.13
H -0.622 -1.614 -2.493  0.09
H -1.549 -2.182 0.337  0.07
H -1.387 0.330 2.673  0.09
H 0.544 1.833 2.789  0.24
H 1.667 2.247 0.456  0.13
H 0.983 0.264 -2.254  0.10
H -0.668 1.496 -0.863  0.18
H 1.650 -0.580 -0.724  0.11
N 0.131 1.405 1.825  -0.02

=====

three:
2 unconnected molecules or ions with the total composition C7H9N. Source: OMol25; level of theory: ωB97M-V/def2-TZVPD.

Charge: 0
LUMO in eV: 1.0
Frontier orbital gap in eV: 10.34
E_HOMO in eV: -9.35

Last column: Löwdin charge in e.
CARTESIAN COORDINATES (ANGSTROEM)
C -1.108 -1.390 -0.124  -0.15
C -0.255 -0.278 -0.145  -0.09
C -0.711 1.020 -0.133  -0.06
C -2.099 1.152 -0.066  -0.08
C -2.866 0.031 0.139  -0.15
C 2.698 -0.740 0.044  -0.11
C 2.559 0.558 0.146  -0.12
H -0.772 -2.471 -0.077  0.13
H 0.732 -0.481 -0.334  0.00
H -0.001 1.815 -0.113  0.09
H -2.415 2.193 -0.076  0.10
H -3.931 0.093 0.417  0.11
H 2.560 -1.412 0.884  0.07
H 2.962 -1.193 -0.950  0.09
H 2.230 1.127 1.030  0.07
H 2.818 1.210 -0.702  0.07
N -2.400 -1.235 0.060  0.04

=====

It is two that is the least stable of them.

=====

one:
A single C5H8 molecule. Source: OMol25; level of theory: ωB97M-V/def2-TZVPD.

Charge: 0
LUMO in eV: 1.0
Frontier orbital gap in eV: 9.34
E_HOMO in eV: -8.32

Last column: Löwdin charge in e.
CARTESIAN COORDINATES (ANGSTROEM)
C 1.196 1.492 1.511  -0.12
C 0.149 0.599 1.023  -0.17
C 0.145 -0.396 0.112  -0.14
C -0.950 -0.628 -0.803  -0.21
C -0.771 -1.315 -1.948  -0.01
H 1.079 2.536 1.180  0.08
H 1.215 1.569 2.620  0.08
H 2.218 1.237 1.208  0.08
H -0.875 0.872 1.314  0.11
H 1.025 -0.882 -0.312  0.10
H -2.004 -0.471 -0.563  0.10
H 0.223 -1.518 -2.335  0.05
H -1.653 -1.771 -2.382  0.05

=====

two:
A single C5H8 molecule. Source: OMol25; level of theory: ωB97M-V/def2-TZVPD.

Charge: 0
LUMO in eV: 1.2
Frontier orbital gap in eV: 10.05
E_HOMO in eV: -8.84

Last column: Löwdin charge in e.
CARTESIAN COORDINATES (ANGSTROEM)
C -0.188 -0.793 0.812  -0.17
C -1.261 -0.205 -0.132  -0.21
C -0.540 0.985 -0.735  -0.11
C 0.767 0.969 -0.467  -0.16
C 1.210 -0.263 0.237  -0.19
H -0.274 -1.871 0.967  0.09
H -0.375 -0.346 1.811  0.11
H -1.533 -0.944 -0.901  0.11
H -2.208 0.076 0.356  0.10
H -1.041 1.710 -1.368  0.09
H 1.579 1.482 -0.969  0.10
H 1.904 -0.583 -0.643  0.14
H 1.958 -0.216 1.032  0.09

=====

three:
A single C5H8 molecule. Source: OMol25; level of theory: ωB97M-V/def2-TZVPD.

Charge: 0
LUMO in eV: 1.2
Frontier orbital gap in eV: 10.67
E_HOMO in eV: -9.47

Last column: Löwdin charge in e.
CARTESIAN COORDINATES (ANGSTROEM)
C 0.896 -0.114 0.805  -0.25
C 1.582 -1.128 1.317  0.00
C 0.415 -0.018 -0.529  -0.24
C -0.967 0.542 -0.316  -0.22
C -1.943 0.750 -1.159  -0.03
H 0.425 0.684 1.436  0.10
H 2.062 -1.336 2.297  0.06
H 1.905 -2.000 0.725  0.06
H 0.937 0.763 -1.075  0.12
H 0.579 -0.821 -1.241  0.13
H -1.017 1.098 0.726  0.12
H -2.912 1.226 -0.799  0.08
H -1.964 0.352 -2.188  0.06

=====

four:
A molecular structure, C5H8. Source: OMol25; level of theory: ωB97M-V/def2-TZVPD.

Charge: 0
LUMO in eV: 0.0
Frontier orbital gap in eV: 7.28
E_HOMO in eV: -7.27

Last column: Löwdin charge in e.
CARTESIAN COORDINATES (ANGSTROEM)
C -1.241 -0.803 0.302  -0.07
C -0.199 0.276 0.084  -0.45
C -0.102 1.254 1.053  0.00
C 1.676 -0.142 -0.593  0.05
C 0.467 0.171 -1.210  -0.11
H -1.966 -0.647 -0.514  0.09
H -0.953 -1.799 -0.026  0.08
H -1.759 -0.719 1.259  0.08
H -0.708 1.077 1.924  0.04
H 0.297 2.204 0.727  0.05
H 2.146 -1.135 -0.627  0.08
H 2.329 0.676 -0.375  0.08
H 0.014 -0.413 -2.006  0.09

=====

It is four that is the least stable of them.

=====

one:
A single CH3BrI2Si molecule. Source: OMol25; level of theory: ωB97M-V/def2-TZVPD.

Charge: 0
LUMO in eV: -0.1
Frontier orbital gap in eV: 9.55
E_HOMO in eV: -9.61

Last column: Löwdin charge in e.
CARTESIAN COORDINATES (ANGSTROEM)
C -0.970 0.159 0.658  -0.68
Si 0.785 0.169 -0.623  -0.35
Br -2.181 -1.049 -0.501  0.42
I 1.833 -1.999 -0.001  0.33
I 2.300 1.977 -0.098  0.41
H -1.356 1.143 0.699  -0.05
H -0.668 -0.298 1.724  0.06
H 0.257 -0.103 -1.859  -0.15

=====

two:
2 unconnected molecules or ions with the total composition CH3BrI2Si. Source: OMol25; level of theory: ωB97M-V/def2-TZVPD.

Charge: 0
LUMO (alpha / beta) in eV: -2.3 / -0.1
Frontier orbital gap (alpha / beta) in eV: 6.63 / 8.31
E_HOMO (alpha / beta) in eV: -8.95 / -8.41

Last column: Löwdin charge in e.
CARTESIAN COORDINATES (ANGSTROEM)
C 2.619 -1.470 -0.937  -0.02
Si -0.216 -4.816 1.990  -0.75
Br 1.324 -3.894 0.769  0.25
I -2.388 -3.819 1.347  0.29
I 0.364 -4.377 4.343  0.30
H 2.451 -0.383 -1.353  0.02
H 3.637 -1.636 -0.606  -0.02
H 1.634 -2.011 -1.024  -0.07

=====

It is two that is the least stable of them.

=====

one:
A gas-phase ion, C5H12BrN2 (charge +1). Source: OMol25; level of theory: ωB97M-V/def2-TZVPD.

Charge: +1
LUMO (alpha / beta) in eV: -4.0 / -4.2
Frontier orbital gap (alpha / beta) in eV: 8.43 / 8.81
E_HOMO (alpha / beta) in eV: -12.43 / -13.05

Last column: Löwdin charge in e.
CARTESIAN COORDINATES (ANGSTROEM)
C -1.156 -0.993 -0.321  -0.21
C -1.196 0.521 -0.050  -0.14
C 1.075 0.432 0.475  -0.59
C 0.678 -2.704 -0.035  -0.14
C 0.135 2.591 0.217  0.01
N -0.093 -1.563 0.446  -0.06
N 0.075 1.206 -0.293  -0.18
Br 2.843 0.148 0.003  0.88
H -2.133 -1.373 0.040  0.15
H -0.911 -1.161 -1.423  0.14
H -1.890 0.906 -0.712  0.12
H -1.639 0.731 0.866  0.12
H 0.663 0.342 1.465  0.09
H 1.671 -2.302 -0.124  0.00
H 0.706 -3.479 0.791  0.10
H 0.402 -3.348 -1.057  0.15
H -0.488 2.625 1.118  0.12
H 1.151 2.861 0.281  0.09
H -0.282 3.394 -0.395  0.12
H 0.389 1.165 -1.292  0.21

=====

two:
2 unconnected molecules or ions with the total composition C5H12BrN2. Source: OMol25; level of theory: ωB97M-V/def2-TZVPD.

Charge: +1
LUMO in eV: -4.3
Frontier orbital gap in eV: 7.63
E_HOMO in eV: -11.96

Last column: Löwdin charge in e.
CARTESIAN COORDINATES (ANGSTROEM)
C -0.815 -1.111 -1.154  0.04
C 0.816 -0.979 1.422  -0.04
C 0.224 0.839 0.062  -0.47
C -1.020 1.150 0.894  -0.03
C 0.418 1.701 -1.026  -0.12
N 1.164 0.065 0.704  -0.48
N -0.139 -2.044 -0.281  0.06
Br 2.929 0.258 0.004  0.90
H -1.884 -0.841 -1.050  0.10
H -0.260 -0.822 -2.095  0.10
H 1.629 -1.628 1.709  0.09
H -0.170 -0.887 1.929  0.11
H -1.381 0.545 1.683  0.06
H -1.937 1.120 0.289  0.10
H -0.827 2.113 1.404  0.11
H 1.216 1.208 -1.713  0.08
H 0.637 2.747 -0.708  0.13
H -0.426 1.638 -1.632  0.07
H -0.788 -2.585 0.224  0.11
H 0.613 -2.486 -0.663  0.08

=====

It is one that is the least stable of them.

=====

one:
A single CH5ClN2 molecule. Source: OMol25; level of theory: ωB97M-V/def2-TZVPD.

Charge: 0
LUMO in eV: 0.9
Frontier orbital gap in eV: 10.59
E_HOMO in eV: -9.67

Last column: Löwdin charge in e.
CARTESIAN COORDINATES (ANGSTROEM)
C 0.159 0.869 -0.352  -0.20
N 0.019 0.093 0.830  -0.16
N -0.593 -1.309 0.646  -0.38
Cl 0.399 -2.119 -0.561  0.50
H 0.719 1.705 -0.208  0.05
H 0.600 0.510 -1.210  0.02
H -0.801 1.263 -0.678  0.09
H 0.884 -0.023 1.328  0.09
H -1.386 -0.988 0.204  0.00

=====

two:
2 unconnected molecules or ions with the total composition CH5ClN2. Source: OMol25; level of theory: ωB97M-V/def2-TZVPD.

Charge: 0
LUMO in eV: 0.9
Frontier orbital gap in eV: 9.70
E_HOMO in eV: -8.85

Last column: Löwdin charge in e.
CARTESIAN COORDINATES (ANGSTROEM)
C 1.429 -0.509 -0.916  -0.58
N -1.407 -0.823 0.788  -0.04
N 1.271 0.730 -0.525  -0.06
Cl 2.507 -0.509 -2.308  0.47
H -1.912 0.103 1.054  0.04
H -1.837 -1.634 1.245  0.00
H -1.640 -0.991 -0.239  0.03
H 1.560 1.584 -0.930  0.07
H 0.455 0.977 0.023  0.07

=====

It is one that is the least stable of them.

=====

one:
2 unconnected molecules or ions with the total composition CH5ClN2. Source: OMol25; level of theory: ωB97M-V/def2-TZVPD.

Charge: 0
LUMO in eV: 0.8
Frontier orbital gap in eV: 9.61
E_HOMO in eV: -8.78

Last column: Löwdin charge in e.
CARTESIAN COORDINATES (ANGSTROEM)
C 1.102 -0.039 -0.909  -0.65
N -1.256 -1.137 1.113  0.03
N 0.313 1.060 -1.047  -0.04
Cl 2.792 0.188 -0.949  0.54
H -0.287 -1.270 1.059  -0.05
H -1.233 -1.345 2.108  0.02
H -1.443 -0.220 0.821  -0.04
H 0.654 1.953 -1.438  0.10
H -0.644 0.809 -0.759  0.07

=====

two:
A single CH5ClN2 molecule. Source: OMol25; level of theory: ωB97M-V/def2-TZVPD.

Charge: 0
LUMO in eV: 1.1
Frontier orbital gap in eV: 10.06
E_HOMO in eV: -9.00

Last column: Löwdin charge in e.
CARTESIAN COORDINATES (ANGSTROEM)
C 1.156 -0.518 -0.628  -0.43
N -0.380 0.957 0.569  -0.07
N 0.034 0.400 -0.605  -0.24
Cl 2.694 0.238 0.321  0.34
H 0.867 -1.366 -0.041  0.06
H 1.421 -0.691 -1.658  0.07
H -1.331 0.626 0.884  0.09
H 0.336 0.747 1.356  0.08
H 0.083 1.171 -1.251  0.10

=====

It is one that is the least stable of them.